[1]
DFT (ωB97M-V with the def2-TZVPD basis set) results for 6 unconnected molecules or ions with the total composition C34H34O2 in a non-equilibrium geometry.

```
70
Properties=species:S:1:pos:R:3:forces:R:3:nbo_charge:R:1
C 11.70593 3.45644 -4.18882 -9.0 4.5 -1.3 -0.211
C 10.50723 4.22543 -4.29202 6.8 -5.8 0.0 -0.161
C 8.99186 4.79060 -4.71849 0.7 2.9 -4.5 0.764
O 8.86967 5.41620 -5.91015 0.6 -4.4 8.4 -0.503
O 7.90313 4.58516 -3.74804 2.5 -1.0 -3.1 -0.527
C 7.33270 3.25800 -4.13901 0.2 -1.7 -0.6 -0.296
H 12.55753 2.62101 -4.23179 -2.2 2.6 0.3 0.300
H 7.97260 2.36275 -3.68530 -1.2 2.1 -0.9 0.197
H 6.23362 3.09752 -3.77077 2.2 0.9 -0.7 0.227
H 7.40879 3.20437 -5.30584 -0.5 -0.1 2.2 0.209
C 3.76993 1.74955 -1.89159 -0.2 0.1 -0.1 -0.225
C 2.89572 0.67873 -2.07570 0.0 0.1 0.0 -0.221
C 1.56080 0.91550 -2.40236 0.1 0.1 0.0 -0.162
C 1.09843 2.22442 -2.54082 0.2 -0.1 0.1 -0.235
C 1.97045 3.29548 -2.34757 0.0 -0.1 0.0 -0.212
C 3.30631 3.05870 -2.02459 -0.1 -0.2 0.0 -0.218
H 4.81159 1.56460 -1.64367 -0.1 0.0 0.0 0.211
H 3.25527 -0.34128 -1.96532 -0.1 0.2 0.0 0.213
H 0.88059 0.08063 -2.54912 0.1 0.1 0.0 0.207
H 0.05911 2.40916 -2.79784 0.1 0.0 0.0 0.212
H 1.60894 4.31580 -2.44958 0.1 -0.2 0.0 0.215
H 3.98629 3.89343 -1.87634 -0.1 -0.1 0.0 0.215
C -2.21221 -1.38721 -0.27568 0.0 -0.1 -0.1 -0.221
C -1.91276 -0.63160 -1.40890 -0.1 -0.1 0.0 -0.230
C -2.24536 -1.11091 -2.67555 0.0 -0.1 0.1 -0.164
C -2.87413 -2.34901 -2.80959 0.1 0.1 0.2 -0.234
C -3.16522 -3.10887 -1.67697 0.1 0.1 0.0 -0.215
C -2.83602 -2.62791 -0.41001 0.1 0.1 -0.1 -0.218
H -1.95898 -1.01044 0.71155 0.0 -0.1 -0.1 0.218
H -1.42046 0.33209 -1.30477 -0.1 -0.1 0.0 0.211
H -2.01490 -0.52019 -3.55826 -0.1 -0.1 0.1 0.208
H -3.13572 -2.72155 -3.79609 0.0 0.1 0.1 0.217
H -3.64988 -4.07650 -1.78157 0.1 0.2 0.0 0.214
H -3.06505 -3.21912 0.47268 0.0 0.1 -0.1 0.216
C 0.37880 -2.43150 5.10356 0.0 -0.1 -0.2 -0.166
C 0.67825 -1.67588 3.97034 -0.1 -0.1 0.0 -0.222
C 0.34564 -2.15519 2.70369 -0.1 -0.1 0.1 -0.222
C -0.28313 -3.39330 2.56965 0.1 0.1 0.2 -0.216
C -0.57421 -4.15316 3.70227 0.1 0.1 0.0 -0.213
C -0.24501 -3.67220 4.96923 0.0 0.1 -0.1 -0.233
H 0.63203 -2.05473 6.09079 0.0 -0.1 -0.1 0.201
H 1.17055 -0.71220 4.07447 -0.1 -0.1 0.0 0.212
H 0.57610 -1.56448 1.82098 0.0 -0.1 0.1 0.216
H -0.54472 -3.76583 1.58315 0.0 0.1 0.1 0.218
H -1.05888 -5.12079 3.59767 0.1 0.2 0.0 0.214
H -0.47404 -4.26340 5.85192 0.0 0.1 -0.1 0.213
C -1.70963 -1.96760 10.02139 -0.1 0.1 -0.1 -0.218
C -1.22275 -1.92475 8.71528 -0.1 0.2 0.0 -0.225
C -1.55878 -0.86015 7.87952 -0.1 0.0 0.2 -0.162
C -2.38602 0.16049 8.34877 0.0 -0.2 0.1 -0.233
C -2.88047 0.11292 9.65192 0.1 -0.1 -0.1 -0.213
C -2.54142 -0.94976 10.48897 0.1 0.0 -0.2 -0.214
H -1.44217 -2.79382 10.67449 0.0 0.1 -0.1 0.213
H -0.58017 -2.72133 8.34863 -0.1 0.1 0.1 0.206
H -1.17637 -0.82536 6.86276 -0.1 0.0 0.2 0.205
H -2.64590 0.99134 7.69874 0.0 -0.1 0.1 0.213
H -3.53002 0.90520 10.01595 0.1 -0.1 -0.1 0.213
H -2.92492 -0.98549 11.50522 0.1 0.0 -0.1 0.213
C -5.02120 1.09788 -4.33137 0.0 -0.1 -0.2 -0.215
C -4.72175 1.85350 -5.46459 -0.1 -0.1 0.0 -0.215
C -5.05436 1.37419 -6.73124 0.0 -0.1 0.1 -0.214
C -5.68313 0.13608 -6.86528 0.1 0.1 0.2 -0.218
C -5.97421 -0.62377 -5.73266 0.1 0.1 0.0 -0.205
C -5.64501 -0.14281 -4.46570 0.0 0.1 -0.1 -0.218
H -4.76797 1.47466 -3.34414 0.0 -0.1 -0.1 0.216
H -4.22945 2.81719 -5.36046 -0.1 -0.1 0.0 0.213
H -4.82390 1.96491 -7.61395 0.0 -0.1 0.1 0.213
H -5.94472 -0.23645 -7.85178 0.0 0.0 0.1 0.213
H -6.45888 -1.59140 -5.83726 0.1 0.2 0.0 0.211
H -5.87404 -0.73402 -3.58301 0.0 0.1 -0.1 0.218
```
Forces are in eV/Å.

Calculated values
SMILES string	C#CC(=O)OC.c1ccccc1.c1ccccc1.c1ccccc1.c1ccccc1.c1ccccc1
E	-1466.18231	a.u.

***

[2]
DFT (ωB97M-V with the def2-TZVPD basis set) results for a molecular structure, C22H46BBr3CaFNO15PS2 in a non-equilibrium geometry.

```
93
Properties=species:S:1:pos:R:3:forces:R:3:lowdin_charge:R:1
C -1.83250 -3.87936 -2.28296 0.2 0.0 -0.6 -0.124
C -0.66114 -3.34728 -3.33834 -0.4 -1.4 -0.4 -0.172
C 0.75139 -2.94638 -2.63769 -0.3 -1.0 -1.9 -0.128
F 1.83457 -3.38203 -3.59906 -1.9 0.8 1.7 -0.107
C 1.01964 -1.37515 -2.33248 -0.4 0.0 0.9 -0.189
B 1.76072 -1.46076 -0.82830 1.0 -0.3 1.8 -0.397
O 2.95818 -2.36685 -0.78446 -1.0 3.0 -0.9 0.043
N 1.30802 -0.69862 0.40155 1.9 -1.4 -0.2 -0.125
C 0.40975 -1.50816 1.30898 -1.6 0.0 0.1 -0.131
C 2.52842 -0.15134 1.16978 1.1 0.1 -3.5 -0.346
O 2.10802 -0.69301 -3.10963 0.4 2.4 2.2 -0.018
C 2.16913 0.64528 -2.43350 1.7 1.7 0.0 -0.243
O 3.26184 1.38582 -2.23175 -7.8 -5.0 -1.5 0.035
O 0.73295 0.94901 -2.11969 4.0 -0.6 0.2 -0.069
C -0.12755 -0.23327 -2.46268 -0.1 0.3 0.5 -0.465
C -1.47596 -0.47351 -1.54979 -0.2 -0.2 0.9 -0.061
P -0.85237 0.30247 -4.13426 -0.9 -1.5 -2.3 0.915
C 0.38883 1.19458 -5.26878 1.4 1.2 0.6 -0.326
C -2.34817 1.48890 -3.95963 -0.4 1.0 0.3 -0.369
H -1.36692 -4.28845 -1.27974 -1.0 0.9 -2.0 0.079
H -2.38094 -4.78295 -2.83645 1.0 2.1 1.4 0.087
H -2.59210 -3.00673 -2.05832 1.5 -2.0 -0.3 0.059
H -1.13649 -2.55252 -4.04888 1.2 -1.2 1.5 0.077
H -0.43422 -4.29666 -4.02674 -0.2 2.1 1.5 0.116
H 0.88660 -3.67090 -1.69975 -0.1 2.0 -1.9 0.168
H 3.77197 -1.88731 -1.12012 -1.4 -0.9 0.5 0.127
H 0.86224 -1.69069 2.39523 -0.9 0.2 -2.7 0.031
H 0.15236 -2.52857 0.75782 0.3 1.9 1.4 0.093
H -0.58727 -0.86451 1.44670 1.9 -1.7 -0.1 0.100
H 2.18274 0.64844 1.96415 0.5 -1.1 -2.6 -0.104
H 3.19261 -1.01009 1.61181 -1.3 1.8 -1.1 0.051
H 3.19301 0.44928 0.38572 -1.2 -1.1 1.3 0.109
H -1.37532 -1.42540 -0.83810 0.0 2.2 -1.5 0.086
H -2.44450 -0.68878 -2.20998 2.3 0.6 1.1 0.081
H -1.71638 0.46517 -0.88079 0.7 -1.9 -1.4 0.113
H 0.03079 1.27343 -6.38390 0.4 -0.2 2.4 0.053
H 1.38774 0.58565 -5.26774 -1.9 1.1 0.0 0.048
H 0.63494 2.27426 -4.82675 -0.4 -2.2 -1.2 0.065
H -3.34659 0.83859 -3.92277 2.3 1.6 0.0 0.046
H -2.29062 2.21843 -3.04315 -0.3 -1.5 -1.7 0.029
H -2.36533 2.17905 -4.92965 0.1 -1.6 2.0 0.059
C 2.99390 -6.37698 -4.53593 -0.4 0.2 0.2 -0.361
S 1.89142 -6.79588 -5.90837 -0.6 -0.1 0.0 0.766
O 0.48388 -6.70537 -5.39898 0.9 -0.1 -0.1 -0.550
C 2.33362 -8.54887 -5.97566 -0.2 -0.1 0.1 -0.293
H 2.85784 -5.32078 -4.29200 0.0 0.0 -0.1 0.040
H 2.75023 -6.98449 -3.66108 0.0 -0.1 0.0 0.055
H 4.03077 -6.54749 -4.83469 -1.4 0.6 -0.6 -0.203
H 2.13024 -9.02355 -5.01268 0.0 0.1 -0.1 0.056
H 3.39160 -8.64971 -6.22807 0.0 0.1 0.0 0.000
H 1.73065 -9.02926 -6.74992 0.0 0.2 0.1 0.050
Ca 5.78611 -7.34419 -4.28891 1.6 -0.7 0.5 0.425
Br 2.32362 -0.13402 3.59434 0.0 -0.4 5.4 0.395
Br -5.16023 3.34126 -3.29257 -0.2 0.2 0.1 0.657
C -5.00718 4.95340 -2.20482 0.0 0.1 -0.4 -0.679
C -3.74342 4.93647 -1.37641 0.0 0.1 0.3 -0.687
Br -3.92346 3.75018 0.16111 0.1 0.1 -0.2 0.650
H -5.91879 5.02255 -1.60615 0.3 0.0 0.0 0.050
H -4.98585 5.77911 -2.92319 0.0 -0.1 0.2 0.054
H -3.54873 5.92564 -0.95142 -0.1 -0.2 -0.1 0.056
H -2.86302 4.60539 -1.93401 -0.3 0.1 0.0 0.048
C -8.58298 0.48071 0.66079 -0.9 -0.6 0.4 -0.144
C -8.20086 1.90926 0.87579 -0.5 0.8 0.5 -0.143
O -6.83275 1.93789 0.51583 0.2 -0.7 -0.5 0.020
C -6.62277 0.88699 -0.32985 2.5 -0.4 -1.5 -0.526
O -5.59744 0.70915 -0.96605 -2.5 0.3 1.5 0.091
O -7.70974 0.06222 -0.37133 0.7 0.5 -0.2 0.063
H -9.62670 0.37048 0.35397 0.2 -0.1 -0.1 0.135
H -8.40506 -0.13774 1.54676 0.0 0.1 -0.1 0.136
H -8.75301 2.59270 0.22207 0.0 -0.1 0.0 0.135
H -8.33547 2.22426 1.91421 0.2 0.0 -0.2 0.137
O 4.52242 4.29887 8.34972 -1.2 0.1 -0.2 -0.296
S 3.30053 4.58024 7.62245 -0.1 -0.5 -0.8 0.625
O 2.00519 4.60714 8.27047 1.2 -0.1 -0.1 -0.299
O 3.21749 3.60140 6.32312 0.2 1.8 0.7 -0.267
C 3.25896 2.19469 6.53028 -0.1 -1.5 0.2 -0.283
C 1.96183 1.67700 7.12366 -0.2 0.1 0.3 -0.087
C 3.50668 6.11325 6.75620 0.0 -0.1 -0.1 -0.154
H 4.11744 1.92264 7.15386 -0.1 0.2 0.0 0.119
H 3.41193 1.72869 5.55053 0.0 0.4 0.1 0.061
H 1.80025 2.07529 8.12954 0.1 0.0 -0.1 0.062
H 1.97264 0.58651 7.19594 0.1 0.1 -0.2 0.076
H 1.10761 1.98740 6.51291 0.2 -0.1 0.0 0.082
H 4.46175 6.10260 6.22885 -0.1 -0.1 0.1 0.071
H 3.49582 6.91739 7.49522 0.0 -0.2 -0.1 0.070
H 2.67621 6.24094 6.05957 0.1 -0.1 0.1 0.075
O 3.83298 8.86465 5.66981 0.2 0.3 -0.4 -0.064
H 3.80533 9.81540 5.48477 0.0 -0.3 0.1 0.042
H 4.26061 8.48618 4.88695 -0.1 0.1 0.3 0.046
C 4.05450 -2.89123 5.64402 0.5 -0.5 -0.5 -1.043
O 4.12750 -4.00856 5.15615 -0.1 -1.2 -0.4 0.119
O 4.97579 -2.06747 5.67898 1.9 1.3 -0.2 0.158
O 3.04805 -2.41143 6.17829 -2.4 0.7 0.9 0.156
```
Forces are in eV/Å.

Calculated values
E	-11710.83258	a.u.
charge	-1

***

[3]
DFT (ωB97M-V with the def2-TZVPD basis set) results for 7 unconnected molecules or ions with the total composition C14H42O7 in a non-equilibrium geometry.

```
63
Properties=species:S:1:pos:R:3:forces:R:3:nbo_charge:R:1
C 2.81167 0.41855 -1.66182 0.0 1.0 -0.8 -0.630
C 2.37093 -0.99853 -1.49935 -0.3 -0.3 0.2 -0.067
O 2.77611 -1.71912 -2.65916 0.1 -0.1 -0.1 -0.734
H 2.37016 0.84961 -2.56911 0.0 -0.2 0.1 0.201
H 3.88750 0.49297 -1.83311 0.0 -0.1 0.3 0.212
H 2.49664 1.08877 -0.86222 0.1 -0.3 0.3 0.214
H 1.28787 -1.05395 -1.37890 0.0 0.0 0.1 0.179
H 2.81093 -1.43237 -0.59135 0.0 -0.1 -0.1 0.152
H 2.20618 -2.48599 -2.76257 0.1 0.0 0.1 0.471
C -0.51777 0.73489 -3.48631 0.2 0.5 0.1 -0.643
C 0.42818 0.39386 -4.61292 -0.2 -0.3 -0.2 -0.060
O -0.18217 0.58664 -5.89209 0.2 0.2 0.0 -0.723
H -0.09491 0.48442 -2.51190 -0.1 -0.3 0.0 0.219
H -1.45895 0.20619 -3.64669 -0.1 0.0 0.3 0.196
H -0.69178 1.81421 -3.45636 -0.2 -0.1 -0.1 0.211
H 0.75755 -0.64619 -4.52552 0.1 0.0 0.0 0.163
H 1.31284 1.02701 -4.58958 0.1 0.0 -0.1 0.176
H -1.12894 0.44518 -5.81417 0.0 -0.1 0.1 0.459
C -3.53345 -1.73825 3.02672 0.2 0.1 -0.3 -0.630
C -4.71083 -1.67085 3.95498 0.0 -0.2 0.9 -0.064
O -4.77077 -2.84932 4.77708 -0.1 0.1 -0.2 -0.732
H -3.40702 -0.76560 2.54873 0.0 -0.1 -0.1 0.205
H -3.63484 -2.50717 2.25911 -0.1 0.0 0.0 0.205
H -2.62361 -1.95750 3.58692 0.0 0.0 0.1 0.217
H -5.66192 -1.51134 3.44600 0.0 0.0 -0.2 0.163
H -4.57093 -0.83294 4.64663 -0.1 0.0 -0.1 0.165
H -5.58214 -3.32530 4.58731 0.0 0.0 0.0 0.469
C -0.54632 -3.62013 1.17738 -0.3 0.4 -0.1 -0.626
C -0.88332 -3.98256 -0.25325 -0.1 -0.2 0.0 -0.061
O -0.12185 -5.12454 -0.66886 0.0 0.2 0.1 -0.735
H 0.38995 -3.06819 1.22532 0.2 -0.3 0.1 0.213
H -0.55214 -4.50720 1.80706 0.2 0.0 0.0 0.212
H -1.30792 -2.93953 1.56642 0.0 0.0 -0.1 0.209
H -0.66235 -3.14506 -0.92051 0.0 0.1 0.0 0.162
H -1.95687 -4.18734 -0.32929 0.1 -0.1 -0.1 0.155
H -0.69525 -5.72982 -1.14204 0.0 0.0 -0.1 0.470
C -0.80307 1.82373 0.68780 -0.1 0.7 -0.1 -0.631
C -1.06010 0.33550 0.73897 -0.3 0.1 -0.1 -0.062
O 0.13602 -0.40342 0.65188 0.0 -0.3 -0.2 -0.751
H -0.10253 2.16278 1.45503 0.1 -0.3 0.0 0.199
H -1.70522 2.42489 0.84440 -0.1 -0.3 -0.1 0.208
H -0.40616 2.11441 -0.28838 0.1 -0.1 0.1 0.206
H -1.67469 0.03336 -0.11339 0.0 0.0 0.0 0.171
H -1.64165 0.07642 1.62952 0.2 0.0 0.1 0.158
H 0.58909 -0.32443 1.49749 0.1 0.3 0.2 0.493
C 1.17639 5.20887 -1.40805 0.3 -0.8 1.2 -0.639
C 1.49395 5.78207 -2.75261 0.0 0.5 -0.5 -0.068
O 0.38876 6.43104 -3.38004 0.0 -0.1 0.1 -0.715
H 0.63192 4.26094 -1.41780 -0.1 0.1 -0.4 0.210
H 0.62240 5.86556 -0.73232 0.0 0.3 -0.3 0.205
H 2.10971 4.97435 -0.87717 0.0 0.1 -0.1 0.211
H 1.81510 5.00641 -3.44673 -0.1 -0.1 0.0 0.183
H 2.33476 6.48230 -2.67520 -0.1 0.0 0.1 0.155
H 0.17584 7.21115 -2.85949 -0.1 0.0 0.0 0.459
C 2.17637 -1.68574 3.38416 -0.7 -0.6 0.2 -0.637
C 2.39950 -0.22574 3.67574 -0.1 -0.1 -0.3 -0.066
O 1.28263 0.50858 3.15054 0.1 -0.2 0.1 -0.751
H 1.21792 -2.03262 3.79512 0.1 0.3 0.0 0.216
H 2.92924 -2.31429 3.86013 0.2 0.1 -0.2 0.223
H 2.12720 -1.91735 2.31894 0.3 0.2 0.0 0.213
H 3.31872 0.09594 3.17699 0.0 0.2 0.2 0.167
H 2.47316 -0.07215 4.75333 0.1 0.1 0.0 0.168
H 1.38426 1.43389 3.38854 0.0 0.0 -0.1 0.479
```
Forces are in eV/Å.

Calculated values
SMILES string	CCO.CCO.CCO.CCO.CCO.CCO.CCO
E	-1085.19040	a.u.
ΔE to the lowest compared entry with this formula, charge and spin	44.7	kcal/mol